Molecular formula: C10H16O
Method: DFT, ωB97M-V/def2-TZVPD

Each line ends with the natural charge from an NBO analysis.
Geometry (Å):
C 0.411 2.909 1.181  -0.625
C 0.863 1.488 0.978  -0.056
C 0.102 0.437 1.484  -0.175
C 0.455 -0.896 1.304  -0.313
C 1.713 -1.228 0.835  0.297
O 2.276 -2.464 1.029  -0.664
C 2.507 -0.206 0.335  -0.270
C 2.076 1.106 0.415  -0.185
H -0.027 3.192 0.217  0.218
H 1.189 3.625 1.444  0.221
H -0.394 2.961 1.907  0.216
H -0.798 0.639 2.056  0.205
H -0.358 -1.537 1.634  0.220
H 1.652 -2.964 1.563  0.479
H 3.520 -0.401 0.025  0.227
H 2.675 1.869 -0.077  0.208
C -2.892 -0.484 -1.271  -0.603
C -1.622 -1.341 -1.284  -0.392
C -0.387 -0.641 -1.845  -0.615
H -3.658 -1.030 -0.717  0.205
H -3.235 -0.220 -2.274  0.202
H -2.679 0.470 -0.783  0.198
H -1.410 -1.663 -0.268  0.190
H -1.825 -2.212 -1.911  0.193
H -0.408 -0.713 -2.924  0.201
H -0.289 0.399 -1.528  0.204
H 0.545 -1.095 -1.524  0.215

charge	0
SMILES	Cc1ccc(O)cc1.CCC

---

Molecular formula: C10H16O
Method: DFT, ωB97M-V/def2-TZVPD

Each line ends with the natural charge from an NBO analysis.
Geometry (Å):
C 1.683 0.980 -0.435  -0.648
C 0.514 1.429 -1.120  -0.055
C 0.293 2.308 -2.223  -0.187
C -1.017 2.879 -2.560  -0.253
C -2.135 2.210 -2.034  0.280
O -3.471 2.516 -2.181  -0.688
C -1.932 1.187 -1.188  -0.277
C -0.689 0.759 -0.735  -0.175
H 2.669 1.483 -0.628  0.222
H 1.897 -0.096 -0.410  0.234
H 1.516 1.369 0.571  0.228
H 0.986 2.829 -2.868  0.212
H -1.129 3.676 -3.176  0.214
H -4.058 2.176 -1.575  0.482
H -2.690 0.705 -0.525  0.206
H -0.533 0.021 0.027  0.203
C -0.335 -2.467 2.592  -0.638
C 1.163 -2.284 2.354  -0.401
C 1.577 -2.581 0.838  -0.626
H -0.826 -3.107 1.899  0.210
H -0.754 -1.460 2.679  0.207
H -0.570 -2.571 3.631  0.222
H 1.111 -1.103 2.624  0.191
H 1.889 -2.703 3.111  0.207
H 1.648 -3.645 0.583  0.210
H 0.646 -2.314 0.176  0.206
H 2.546 -2.196 0.573  0.215

charge	0
SMILES	Cc1ccc(O)cc1.CCC

---

Molecular formula: C10H16O
Method: DFT, ωB97M-V/def2-TZVPD

Each line ends with the natural charge from an NBO analysis.
Geometry (Å):
C 3.085 0.378 1.280  -0.639
C 2.227 0.348 -0.011  -0.412
C 0.965 -0.461 0.307  -0.049
C 0.010 0.133 1.110  -0.199
C -1.145 -0.532 1.452  -0.296
C -1.337 -1.824 1.050  0.270
O -2.378 -2.638 1.316  -0.673
C -0.371 -2.476 0.257  -0.239
C 0.677 -1.742 -0.278  -0.205
H 3.944 -0.267 1.297  0.217
H 2.610 -0.279 2.014  0.228
H 3.401 1.354 1.522  0.217
H 1.874 1.326 -0.350  0.212
H 2.882 -0.034 -1.008  0.202
H 0.129 1.177 1.517  0.219
H -1.964 0.063 1.926  0.215
H -3.280 -2.062 1.255  0.481
H -0.434 -3.671 0.041  0.231
H 1.269 -1.998 -1.138  0.219
C -1.973 1.049 -2.065  -0.611
C -1.167 2.281 -1.336  -0.615
H -2.826 1.332 -2.614  0.208
H -1.227 0.450 -2.736  0.200
H -2.026 0.311 -1.349  0.209
H -1.131 3.167 -1.984  0.203
H -0.130 1.921 -1.047  0.206
H -1.684 2.694 -0.427  0.199

charge	0
SMILES	CCc1ccc(O)cc1.CC

---

Molecular formula: C10H16O
Method: DFT, ωB97M-V/def2-TZVPD

Each line ends with the natural charge from an NBO analysis.
Geometry (Å):
C -1.590 1.292 2.296  -0.629
C -1.250 -0.055 1.711  -0.068
C -0.050 -0.613 1.456  -0.196
C -0.089 -2.029 1.073  -0.302
C -1.334 -2.580 0.777  0.292
O -1.444 -3.856 0.315  -0.683
C -2.592 -1.901 0.760  -0.249
C -2.457 -0.680 1.312  -0.176
H -1.870 1.147 3.418  0.214
H -2.543 1.541 1.772  0.228
H -0.631 1.914 2.343  0.225
H 0.927 -0.229 1.369  0.221
H 0.695 -2.717 0.930  0.210
H -0.744 -4.416 0.778  0.475
H -3.575 -2.269 0.336  0.240
H -3.495 -0.070 1.450  0.196
C 1.769 2.324 -1.107  -0.611
C 2.548 1.164 -1.887  -0.385
C 1.718 0.698 -2.940  -0.633
H 1.021 1.666 -0.608  0.206
H 1.233 3.033 -1.814  0.196
H 2.547 2.766 -0.709  0.199
H 3.601 1.809 -2.052  0.182
H 2.920 0.412 -1.117  0.203
H 0.825 0.118 -2.569  0.224
H 1.398 1.539 -3.727  0.214
H 2.463 -0.009 -3.564  0.207

charge	0
SMILES	Cc1ccc(O)cc1.CCC

---

Molecular formula: C10H16O
Method: DFT, ωB97M-V/def2-TZVPD

Each line ends with the natural charge from an NBO analysis.
Geometry (Å):
C 0.939 2.873 0.658  -0.618
C -0.111 2.002 0.150  -0.423
C -0.556 0.855 1.124  0.004
C -1.579 0.867 1.996  -0.232
C -1.954 -0.302 2.616  -0.272
C -1.303 -1.511 2.259  0.279
O -1.437 -2.720 2.904  -0.678
C -0.011 -1.313 1.631  -0.224
C 0.433 -0.156 0.961  -0.212
H 0.849 3.568 1.500  0.220
H 1.454 3.428 -0.161  0.209
H 1.711 2.248 1.110  0.203
H -0.947 2.547 -0.219  0.203
H 0.178 1.352 -0.689  0.207
H -2.045 1.895 2.069  0.223
H -2.872 -0.306 3.187  0.208
H -2.179 -2.671 3.693  0.486
H 0.641 -2.167 1.701  0.208
H 1.249 -0.058 0.422  0.207
C 1.544 -1.588 -3.741  -0.619
C 0.272 -1.096 -2.995  -0.628
H 1.719 -2.671 -3.523  0.205
H 1.357 -1.529 -4.830  0.207
H 2.517 -1.092 -3.460  0.206
H -0.145 -1.814 -2.405  0.215
H 0.611 -0.241 -2.394  0.200
H -0.334 -0.399 -3.563  0.216

charge	0
SMILES	CCc1ccc(O)cc1.CC

---

Molecular formula: C10H16O
Method: DFT, ωB97M-V/def2-TZVPD

Each line ends with the natural charge from an NBO analysis.
Geometry (Å):
C -1.174 -1.323 2.180  -0.626
C -0.240 -1.668 1.053  -0.047
C -0.605 -1.527 -0.278  -0.182
C 0.313 -1.717 -1.306  -0.263
C 1.623 -2.017 -0.991  0.283
O 2.539 -2.105 -2.034  -0.695
C 2.037 -2.200 0.316  -0.274
C 1.096 -1.982 1.316  -0.185
H -0.869 -0.379 2.633  0.218
H -1.155 -2.054 2.982  0.219
H -2.180 -1.145 1.818  0.215
H -1.627 -1.247 -0.505  0.207
H 0.034 -1.593 -2.340  0.227
H 2.996 -2.953 -1.951  0.477
H 3.056 -2.407 0.592  0.219
H 1.422 -1.967 2.349  0.205
C -1.015 2.277 0.668  -0.614
C -0.416 2.036 -0.738  -0.398
C -0.508 3.277 -1.636  -0.606
H -1.031 3.343 0.888  0.201
H -0.373 1.861 1.453  0.205
H -1.994 1.812 0.801  0.205
H 0.614 1.690 -0.634  0.203
H -0.986 1.242 -1.205  0.193
H -1.374 3.864 -1.342  0.201
H 0.335 3.923 -1.410  0.202
H -0.518 2.957 -2.680  0.210

charge	0
SMILES	Cc1ccc(O)cc1.CCC

---

| no. | energy (eV) |
| --- | --- |
| 1 | -12676.607 |
| 2 | -12673.935 |
| 3 | -12674.448 |
| 4 | -12673.250 |
| 5 | -12674.151 |
| 6 | -12676.734 |